Formula: C2H3NO4
Source: the Open Molecules 2025 dataset
Level of theory: wB97M-V/def2-TZVPD

Its charge is 0. As for the relative energy (zero: lowest compared OMol25 entry of this formula, charge and spin): 3.650 eV. For the frontier orbital gap, the calculation gives 0.357 hartree. Its HOMO energy is -9.483 eV.

Positions of all 10 atoms, in Å:
C 1.86 -1.93 -1.37
C -1.13 1.44 0.81
N 1.07 -1.57 -0.55
O 2.47 -2.09 -2.37
O 0.78 -1.81 0.81
O -0.92 0.28 1.09
O -1.21 1.94 -0.47
H -1.23 2.21 1.71
H 0.18 -1.03 1.09
H -1.87 2.57 -0.76

---

Formula: C2H3NO4
Source: the Open Molecules 2025 dataset
Level of theory: wB97M-V/def2-TZVPD

Its charge is 0. As for the relative energy (zero: lowest compared OMol25 entry of this formula, charge and spin): 0.000 eV. For the frontier orbital gap (spin up / spin down), the calculation gives 0.238 / 0.293 hartree. Its HOMO energy (spin up / spin down) is -6.074 / -11.894 eV. Its expectation value of S² is 2.02. The spin multiplicity is 3.

Positions of all 10 atoms, in Å:
C 1.78 0.85 -0.30
C 0.47 -0.67 1.26
N 1.04 1.79 -0.39
O 2.79 0.28 -0.45
O 0.49 0.29 1.93
O -1.99 -0.66 -0.93
O 0.33 -1.71 0.80
H -2.33 -1.51 -1.36
H 0.05 1.80 -0.26
H -2.62 -0.46 -0.29